A structure of composition C15H20F2N3SSiTl, computed with the ωB97M-V functional and the def2-TZVPD basis.

Calculated values
**Molecular weight**: 544.88 g/mol
**LUMO energy**: -0.7 eV
**Electronic energy**: -1807.561391 hartree
**Frontier orbital gap**: 0.1852 Ha

CARTESIAN COORDINATES (ANGSTROEM)
Tl1 -1.43371 -1.08143 0.32356
N1 2.33249 -1.08143 1.81926
C1 2.92759 -1.08143 0.58386
C2 4.26409 -1.08143 0.17946
C3 4.50059 -1.08143 -1.20054
C4 3.44729 -1.08143 -2.11904
C5 2.11589 -1.08143 -1.68384
C6 1.85919 -1.08143 -0.30564
N2 0.66239 -1.08143 0.36546
C7 0.97199 -1.08143 1.64476
C8 -0.04731 -1.08143 2.73096
C9 0.24099 -1.08143 4.08086
S1 -1.21931 -1.08143 4.98706
C10 -2.10411 -1.08143 3.51796
N3 -1.39181 -1.08143 2.41456
H1 2.81439 -1.08143 2.70396
H2 5.08299 -1.08143 0.89016
H3 5.52579 -1.08143 -1.56604
H4 3.65989 -1.08143 -3.18554
H5 1.29229 -1.08143 -2.38914
H6 1.19649 -1.08143 4.58216
H7 -3.18631 -1.08143 3.50536
F1 -4.13391 0.01987 1.01906
C11 -3.67341 -1.08143 0.32356
F2 -4.13391 -2.23433 0.92956
H8 -4.04331 -1.03993 -0.72154
C12 -1.04361 3.68767 -1.32524
Si1 -1.03101 1.82207 -1.37834
C13 0.66149 1.23447 -1.90594
C14 -2.30741 1.23437 -2.60854
C15 -1.43371 1.16077 0.32356
H9 -0.80531 4.08747 -2.33214
H10 -0.28501 4.04157 -0.59734
H11 -2.04801 4.04147 -1.01454
H12 0.89629 1.64187 -2.91064
H13 0.67579 0.12617 -1.94564
H14 1.41869 1.58847 -1.17684
H15 -2.06711 1.64177 -3.61184
H16 -3.31121 1.58837 -2.29604
H17 -2.30251 0.12607 -2.65044
H18 -2.43611 1.52427 0.62976
H19 -0.67491 1.52427 1.04646
H20 -1.43371 -2.94383 0.32356